{"formula": "C31H30Cl2N3O2PPd", "method": "ωB97M-V/def2-TZVPD", "symbols": ["Pd", "Cl", "C", "C", "C", "Cl", "C", "C", "C", "C", "N", "C", "C", "O", "H", "H", "H", "H", "N", "C", "C", "N", "C", "C", "H", "H", "H", "H", "H", "H", "H", "H", "H", "H", "H", "O", "P", "C", "C", "C", "C", "C", "C", "C", "C", "C", "C", "C", "C", "C", "C", "C", "C", "C", "C", "H", "H", "H", "H", "H", "H", "H", "H", "H", "H", "H", "H", "H", "H", "H"], "xyz": [[-0.847, -1.303, 0.362], [1.069, -0.238, 4.907], [-0.163, 0.605, 4.116], [-0.715, 1.743, 4.669], [-1.730, 2.434, 4.018], [-2.392, 3.793, 4.748], [-2.224, 2.001, 2.728], [-3.227, 2.659, 1.998], [-3.610, 2.162, 0.774], [-2.998, 1.007, 0.287], [-2.058, 0.372, 0.976], [-1.661, 0.857, 2.173], [-0.622, 0.108, 2.854], [-0.153, -0.955, 2.339], [-0.356, 2.095, 5.628], [-3.696, 3.548, 2.402], [-4.376, 2.650, 0.187], [-3.275, 0.593, -0.674], [-2.796, -5.891, 1.585], [-3.578, -5.059, 0.600], [-2.683, -3.992, -0.017], [-2.055, -3.118, 1.008], [-1.274, -3.963, 1.955], [-2.134, -5.024, 2.628], [-2.092, -6.449, 1.092], [-3.417, -6.569, 2.037], [-4.407, -4.619, 1.155], [-3.988, -5.716, -0.165], [-3.283, -3.399, -0.705], [-1.882, -4.456, -0.595], [-2.799, -2.660, 1.535], [-0.814, -3.341, 2.719], [-0.472, -4.436, 1.385], [-2.937, -4.579, 3.215], [-1.540, -5.659, 3.282], [0.538, -0.329, -0.907], [1.372, 0.816, -1.462], [1.303, 0.934, -3.229], [2.109, 1.873, -3.907], [2.038, 1.966, -5.285], [1.182, 1.124, -5.988], [0.386, 0.192, -5.319], [0.452, 0.081, -3.944], [3.155, 0.487, -1.286], [4.070, 1.563, -1.126], [5.399, 1.292, -0.994], [5.858, -0.060, -1.088], [4.954, -1.137, -1.259], [3.626, -0.869, -1.388], [1.013, 2.354, -0.665], [0.531, 3.456, -1.368], [0.247, 4.631, -0.682], [0.449, 4.703, 0.689], [0.932, 3.602, 1.393], [1.213, 2.425, 0.722], [2.775, 2.532, -3.364], [2.645, 2.689, -5.811], [1.139, 1.185, -7.067], [-0.286, -0.441, -5.883], [-0.151, -0.649, -3.422], [3.718, 2.585, -1.061], [6.108, 2.092, -0.825], [6.924, -0.259, -1.059], [5.324, -2.151, -1.321], [2.921, -1.668, -1.572], [0.376, 3.406, -2.438], [-0.122, 5.493, -1.221], [0.245, 5.629, 1.211], [1.119, 3.681, 2.458], [1.619, 1.573, 1.262]], "lowdin_charge": [1.132, 0.878, -0.567, -0.073, -0.561, 0.926, -0.142, 0.050, 0.025, -0.055, 0.020, -0.156, -0.339, -0.095, 0.137, 0.124, 0.139, 0.133, 0.080, -0.071, -0.155, -0.133, -0.162, -0.069, 0.196, 0.202, 0.150, 0.155, 0.137, 0.137, 0.127, 0.120, 0.139, 0.150, 0.155, -0.434, 0.817, -0.279, -0.056, -0.019, 0.006, -0.023, -0.055, -0.153, -0.028, 0.034, 0.102, 0.005, -0.001, -0.306, -0.045, -0.027, -0.026, -0.055, -0.088, 0.113, 0.132, 0.134, 0.127, 0.101, 0.128, 0.143, 0.148, 0.138, 0.124, 0.116, 0.129, 0.128, 0.119, 0.115], "total_charge": 4, "fmax_ev_per_a": 0.37, "homo_lumo_gap_ev": [7.74, 4.67], "spin_multiplicity": 5}

***

{"formula": "C3H4CrO4", "method": "ωB97M-V/def2-TZVPD", "symbols": ["O", "C", "C", "O", "O", "C", "Cr", "H", "H", "H", "O", "H"], "xyz": [[0.502, -1.354, 0.213], [1.287, -0.351, -0.046], [-0.856, -0.969, -0.022], [2.509, -0.437, 0.068], [0.656, 0.758, -0.292], [-0.776, 0.501, -0.348], [4.057, 0.475, 0.094], [-1.301, -1.606, -0.789], [-1.176, 0.855, -1.301], [-1.481, -0.830, 1.013], [-1.501, 1.069, 0.846], [-1.920, 1.889, 0.566]], "lowdin_charge": [0.183, -0.492, -0.003, 0.001, 0.186, -0.179, 1.585, 0.165, 0.188, 0.220, 0.030, 0.117], "relative_energy_kcal_mol": 0.0, "total_charge": 2, "fmax_ev_per_a": 4.79, "homo_lumo_gap_ev": [6.38, 7.50], "spin_multiplicity": 5}

***

{"formula": "C5H11N6OPdS4Sb", "method": "ωB97M-V/def2-TZVPD", "symbols": ["Pd", "S", "Sb", "S", "S", "S", "C", "N", "C", "C", "N", "N", "C", "N", "N", "H", "H", "H", "H", "H", "H", "H", "H", "H", "H", "H", "O", "C", "N"], "xyz": [[-1.698, -1.392, -0.534], [-1.496, 1.314, -4.285], [-3.282, 0.193, -3.226], [-2.423, -2.008, -2.558], [-3.363, 0.104, -0.255], [-4.825, -0.314, -4.915], [2.208, 1.137, 1.464], [1.216, 0.186, 1.934], [1.784, -0.999, 2.549], [-0.029, 0.123, 1.375], [-0.889, -0.834, 1.540], [-0.472, 1.293, 0.725], [-0.019, 1.422, -0.621], [-0.374, 2.613, -1.210], [0.665, 0.485, -1.134], [2.819, 1.460, 2.312], [1.723, 2.003, 1.030], [2.854, 0.683, 0.707], [2.614, -0.685, 3.184], [2.151, -1.716, 1.807], [1.049, -1.492, 3.185], [-0.533, -1.628, 2.049], [-1.493, 1.188, 0.673], [-1.171, 3.060, -0.782], [-0.478, 2.513, -2.221], [0.880, 0.661, -2.112], [2.035, -3.272, -0.018], [0.856, -3.105, -0.240], [-0.309, -2.991, -0.424]], "lowdin_charge": [0.241, -0.383, -0.081, -0.166, -0.062, -0.471, -0.072, -0.140, -0.055, -0.481, 0.048, 0.061, -0.617, 0.124, 0.153, 0.076, 0.071, 0.089, 0.079, 0.077, 0.079, 0.031, -0.004, 0.081, -0.023, 0.044, -0.057, -0.589, -0.054], "relative_energy_kcal_mol": 0.0, "total_charge": -2, "fmax_ev_per_a": 1.43, "homo_lumo_gap_ev": [5.04, 4.99], "spin_multiplicity": 3}

***

{"formula": "C7H9ClF2", "method": "ωB97M-V/def2-TZVPD", "symbols": ["C", "C", "C", "C", "C", "C", "C", "H", "H", "H", "H", "H", "H", "H", "H", "H", "F", "F", "Cl"], "xyz": [[2.330, -0.866, -1.588], [2.645, -2.038, -2.436], [3.065, -1.995, -0.971], [-2.459, 2.029, 1.810], [-1.686, 2.597, 2.730], [-2.273, 0.708, 1.212], [-3.090, 0.196, 0.291], [3.415, -1.934, -3.193], [1.809, -2.678, -2.699], [4.117, -1.861, -0.741], [2.501, -2.607, -0.273], [-0.819, 2.067, 3.114], [-1.911, 3.587, 3.115], [-1.412, 0.151, 1.570], [-2.916, -0.789, -0.130], [-3.950, 0.752, -0.066], [1.038, -0.679, -1.224], [-3.539, 2.691, 1.344], [3.137, 0.669, -1.863]], "lowdin_charge": [-0.914, -0.099, -0.100, -0.391, 0.080, -0.128, 0.034, 0.103, 0.110, 0.103, 0.110, 0.067, 0.069, 0.105, 0.059, 0.063, 0.001, 0.041, 0.685], "smiles": "FC1(Cl)CC1.C=CC(=C)F", "fmax_ev_per_a": 0.36, "homo_lumo_gap_ev": 9.91}

***

{"formula": "C5H10N2O2", "method": "ωB97M-V/def2-TZVPD", "symbols": ["C", "C", "C", "C", "C", "H", "H", "H", "H", "H", "H", "H", "H", "H", "H", "N", "N", "O", "O"], "xyz": [[-2.100, -0.222, -0.212], [-0.871, 0.570, -0.095], [-0.017, 0.196, 1.044], [0.261, -0.302, -0.912], [3.112, -0.336, -0.452], [-2.819, -1.893, 0.189], [-2.699, 0.235, 0.552], [-2.478, -0.090, -1.352], [-0.474, 2.644, 0.579], [-0.516, -0.460, 1.870], [0.431, 0.851, 1.976], [-0.195, -1.167, -1.540], [0.591, 0.471, -1.547], [4.118, -0.036, -0.238], [2.723, -1.285, -1.253], [1.012, -0.428, 0.312], [2.386, 0.167, 0.511], [-1.932, -1.579, 0.209], [-1.165, 1.969, -0.362]], "lowdin_charge": [-0.230, -0.515, -0.220, -0.100, -0.083, 0.074, 0.119, 0.183, 0.311, 0.139, 0.162, 0.147, 0.095, 0.035, 0.165, -0.165, 0.038, -0.049, -0.105], "relative_energy_kcal_mol": 201.2, "fmax_ev_per_a": 7.34, "homo_lumo_gap_ev": 8.59}

***

{"formula": "C32H47AgAsN3OSb", "method": "ωB97M-V/def2-TZVPD", "symbols": ["Ag", "C", "C", "C", "C", "C", "C", "C", "C", "C", "C", "C", "C", "C", "C", "C", "H", "H", "H", "H", "H", "H", "H", "H", "H", "H", "C", "C", "Sb", "C", "C", "C", "C", "H", "H", "H", "H", "H", "H", "H", "H", "H", "H", "H", "H", "H", "H", "H", "C", "As", "C", "C", "C", "C", "C", "C", "C", "C", "H", "H", "H", "H", "H", "H", "H", "H", "H", "H", "H", "H", "H", "C", "N", "C", "N", "O", "H", "H", "H", "H", "H", "H", "N", "H", "H", "H"], "xyz": [[-0.759, -2.461, 0.583], [-2.273, -1.264, -0.097], [-2.638, -0.123, -0.377], [-3.025, 1.214, -0.647], [-2.903, 2.160, 0.435], [-3.481, 3.455, 0.417], [-3.338, 4.338, 1.471], [-2.633, 3.987, 2.620], [-2.099, 2.704, 2.686], [-2.227, 1.815, 1.633], [-3.393, 1.547, -2.003], [-3.931, 0.554, -2.860], [-4.272, 0.819, -4.174], [-4.084, 2.083, -4.726], [-3.531, 3.071, -3.915], [-3.194, 2.818, -2.597], [-4.074, 3.754, -0.436], [-3.799, 5.318, 1.404], [-2.528, 4.680, 3.445], [-1.569, 2.391, 3.580], [-1.815, 0.816, 1.713], [-4.106, -0.430, -2.440], [-4.697, 0.024, -4.779], [-4.361, 2.293, -5.752], [-3.341, 4.057, -4.325], [-2.726, 3.604, -2.019], [0.330, -5.645, 4.699], [-0.372, -4.770, 3.664], [0.811, -4.018, 2.002], [2.411, -5.454, 2.034], [3.560, -5.158, 2.988], [1.699, -2.342, 3.052], [1.913, -2.449, 4.559], [-0.370, -5.996, 5.462], [1.127, -5.105, 5.211], [0.776, -6.529, 4.240], [-0.811, -3.884, 4.128], [-1.200, -5.315, 3.207], [2.769, -5.497, 1.006], [1.956, -6.421, 2.256], [3.974, -4.162, 2.820], [4.370, -5.878, 2.847], [3.246, -5.218, 4.029], [1.023, -1.515, 2.832], [2.633, -2.108, 2.536], [0.978, -2.659, 5.080], [2.297, -1.505, 4.956], [2.626, -3.228, 4.825], [1.646, 1.485, 1.788], [1.479, 0.198, 0.317], [3.303, 0.460, -0.382], [0.498, 1.303, -0.999], [0.894, 2.740, -1.092], [1.920, 3.146, -1.947], [2.294, 4.479, -2.040], [1.642, 5.438, -1.278], [0.615, 5.049, -0.427], [0.246, 3.716, -0.333], [1.933, 2.469, 1.415], [2.406, 1.126, 2.484], [0.696, 1.574, 2.314], [3.545, 1.522, -0.454], [3.380, 0.000, -1.368], [4.023, -0.020, 0.285], [-0.559, 1.185, -0.755], [0.679, 0.801, -1.947], [2.424, 2.402, -2.556], [3.091, 4.770, -2.715], [1.926, 6.481, -1.353], [0.088, 5.788, 0.165], [-0.561, 3.422, 0.328], [-0.378, 0.472, -4.927], [0.509, -0.536, -4.376], [0.154, -1.401, -3.371], [-1.174, -1.498, -3.106], [1.017, -2.071, -2.795], [0.126, 0.962, -5.759], [-0.668, 1.234, -4.197], [-1.284, 0.008, -5.315], [1.499, -0.374, -4.423], [-1.772, -0.709, -3.311], [-1.401, -1.913, -2.211], [2.551, -3.153, -0.520], [1.964, -2.633, -1.175], [3.081, -3.808, -1.086], [3.221, -2.483, -0.153]], "lowdin_charge": [0.397, -0.253, -0.301, -0.248, -0.210, -0.068, -0.127, -0.148, -0.135, -0.079, -0.196, -0.078, -0.132, -0.149, -0.125, -0.065, 0.092, 0.088, 0.077, 0.089, 0.081, 0.101, 0.091, 0.078, 0.090, 0.092, -0.199, -0.447, 1.329, -0.438, -0.187, -0.462, -0.186, 0.063, 0.043, 0.052, 0.041, 0.033, 0.022, 0.036, 0.060, 0.066, 0.046, -0.004, 0.031, 0.056, 0.066, 0.042, -0.312, 1.129, -0.336, -0.320, -0.291, -0.072, -0.102, -0.112, -0.079, -0.038, 0.020, 0.013, 0.002, 0.011, 0.013, 0.008, 0.042, 0.048, 0.103, 0.093, 0.090, 0.101, 0.097, -0.089, 0.004, -0.635, 0.200, -0.039, 0.080, 0.081, 0.079, 0.123, 0.059, 0.035, -0.001, -0.046, 0.021, -0.008], "relative_energy_kcal_mol": 0.0, "total_charge": -1, "fmax_ev_per_a": 0.70, "homo_lumo_gap_ev": 4.62}